(1)
One molecule with the formula C18H22F3NO3 at a distorted geometry. Source: OMol25; level of theory: ωB97M-V/def2-TZVPD.

Cartesian coordinates (Å):
C: 1.552 -2.598 0.952
C: 2.946 -1.982 1.082
C: 2.944 -0.809 2.086
C: 3.529 0.486 1.542
C: 2.733 1.043 0.327
C: 2.058 2.401 0.575
C: 0.542 2.464 0.317
C: -0.262 1.347 0.995
C: -1.479 0.832 0.251
C: -2.675 0.726 0.982
C: -3.822 0.215 0.394
C: -3.806 -0.192 -0.918
C: -2.659 -0.089 -1.691
C: -1.492 0.415 -1.099
C: -0.255 0.474 -1.953
O: -0.355 -0.476 -3.040
C: 0.774 -1.144 -3.297
F: 1.812 -0.327 -3.534
F: 0.585 -1.902 -4.369
F: 1.142 -1.942 -2.281
C: -5.167 -0.706 -1.257
O: -5.629 -0.941 -2.317
N: -5.898 -0.843 -0.008
C: -5.185 -0.025 0.958
O: -5.630 0.376 1.980
H: 1.098 -2.776 1.924
H: 1.562 -3.526 0.386
H: 0.905 -1.906 0.413
H: 3.646 -2.763 1.362
H: 3.216 -1.585 0.105
H: 1.915 -0.649 2.408
H: 3.481 -1.109 2.985
H: 3.486 1.215 2.347
H: 4.553 0.310 1.223
H: 3.396 1.084 -0.532
H: 1.996 0.283 0.078
H: 2.208 2.687 1.614
H: 2.559 3.166 -0.014
H: 0.337 2.561 -0.743
H: 0.213 3.401 0.761
H: 0.351 0.489 1.266
H: -0.637 1.750 1.931
H: -2.683 1.034 2.019
H: -2.682 -0.406 -2.721
H: -0.145 1.454 -2.410
H: 0.654 0.282 -1.397
H: -5.732 -1.796 0.319

Summary:
Structure (SMILES) = CCCCCCCCc1cc2c(cc1COC(F)(F)F)C(=O)NC2=O
Gap between HOMO and LUMO = 9.61 eV
Relative energy (zero: lowest compared OMol25 entry of this formula, charge and spin) = 71.2 kJ/mol
Energy = -34808.5546 eV
F_max = 1.2 eV/Å

Charge distribution, natural (NBO) scheme, values in e:
1 C -0.60
2 C -0.41
3 C -0.39
4 C -0.39
5 C -0.41
6 C -0.40
7 C -0.40
8 C -0.44
9 C 0.01
10 C -0.16
11 C -0.14
12 C -0.14
13 C -0.17
14 C 0.03
15 C -0.11
16 O -0.52
17 C 1.17
18 F -0.33
19 F -0.30
20 F -0.33
21 C 0.68
22 O -0.49
23 N -0.69
24 C 0.68
25 O -0.49
26 H 0.20
27 H 0.21
28 H 0.19
29 H 0.21
30 H 0.20
31 H 0.19
32 H 0.21
33 H 0.20
34 H 0.20
35 H 0.21
36 H 0.18
37 H 0.20
38 H 0.21
39 H 0.19
40 H 0.22
41 H 0.22
42 H 0.22
43 H 0.23
44 H 0.25
45 H 0.21
46 H 0.21
47 H 0.40

(2)
A 3-piece molecular cluster, C4H10NS overall at a distorted geometry. Source: OMol25; level of theory: ωB97M-V/def2-TZVPD.

Cartesian coordinates (Å):
C: -1.172 -0.608 -1.965
C: -0.092 1.331 1.223
C: -1.772 -1.275 -2.877
C: -2.430 -2.076 -3.586
N: 1.075 1.766 1.537
S: 2.583 -0.126 3.925
H: -1.605 0.142 -1.228
H: -0.073 -0.667 -1.830
H: -0.885 2.062 1.286
H: -0.111 0.250 0.687
H: -2.614 -1.736 -4.603
H: -2.996 -2.949 -3.236
H: 3.115 0.298 2.716
H: 1.512 2.672 1.779
H: 1.772 1.031 1.459
H: 3.693 -0.113 4.712

Summary:
Gap between HOMO and LUMO = 6.70 eV
Relative energy (zero: lowest compared OMol25 entry of this formula, charge and spin) = 428.4 kJ/mol
Net charge = +1
Energy = -16624.5260 eV
F_max = 3.8 eV/Å

Charge distribution, natural (NBO) scheme, values in e:
1 C -0.52
2 C 0.15
3 C 0.11
4 C -0.45
5 N -0.58
6 S -0.29
7 H 0.19
8 H 0.20
9 H 0.24
10 H 0.28
11 H 0.24
12 H 0.25
13 H 0.10
14 H 0.47
15 H 0.43
16 H 0.20

(3)
One molecule with the formula C2H4BrNO2 at a distorted geometry. Source: OMol25; level of theory: ωB97M-V/def2-TZVPD.

Cartesian coordinates (Å):
C: 1.542 0.224 -0.151
O: 0.699 -0.566 0.698
N: -0.608 -0.728 0.160
C: -1.519 0.364 0.248
O: -1.190 1.452 0.580
Br: -3.315 -0.212 -0.060
H: 2.408 0.089 0.448
H: 1.301 1.209 -0.307
H: 1.491 -0.318 -1.188
H: -0.808 -1.515 -0.427

Summary:
Structure (SMILES) = CONC(=O)Br
Gap between HOMO and LUMO = 11.02 eV
Relative energy (zero: lowest compared OMol25 entry of this formula, charge and spin) = 210.0 kJ/mol
Energy = -77764.1515 eV
F_max = 4.5 eV/Å

Charge distribution, natural (NBO) scheme, values in e:
1 C -0.24
2 O -0.35
3 N -0.39
4 C 0.58
5 O -0.54
6 Br -0.01
7 H 0.20
8 H 0.19
9 H 0.16
10 H 0.40

(4)
C22H24AsClI2O2PPd as an isolated structure at a distorted geometry. Source: OMol25; level of theory: ωB97M-V/def2-TZVPD.

Cartesian coordinates (Å):
I: 2.715 -2.259 -0.784
I: -2.111 -2.105 -0.791
Pd: 0.334 -1.051 -0.750
P: 0.143 0.186 -2.699
C: -1.570 0.323 -3.263
C: 0.702 1.911 -2.716
H: 2.111 -0.847 -3.553
H: 1.137 -0.083 -4.881
H: 0.646 -1.657 -4.153
C: 1.104 -0.680 -3.959
H: 1.732 1.969 -2.363
H: 0.612 2.311 -3.727
H: -1.575 0.631 -4.312
H: -2.073 1.074 -2.646
H: 0.082 2.487 -2.027
H: -2.086 -0.634 -3.137
C: -1.127 -0.163 0.285
O: -1.747 0.833 0.362
Cl: 1.584 0.990 0.010
O: -0.333 -0.836 1.865
As: -0.204 -0.244 3.474
C: -0.774 1.622 3.487
C: -1.985 1.966 2.879
C: -2.350 3.311 2.764
C: -1.545 4.292 3.344
C: -0.360 3.953 4.010
C: 0.034 2.605 4.072
C: -1.468 -1.516 4.216
C: -2.754 -1.539 3.655
C: -3.669 -2.509 4.072
C: -3.279 -3.476 5.005
C: -1.973 -3.485 5.513
C: -1.049 -2.511 5.109
C: 1.646 -0.262 4.073
C: 1.916 -0.581 5.412
C: 3.231 -0.469 5.886
C: 4.258 -0.034 5.041
C: 3.977 0.276 3.706
C: 2.674 0.134 3.217
H: -2.642 1.190 2.492
H: -3.260 3.564 2.215
H: -1.849 5.333 3.282
H: 0.257 4.723 4.474
H: 0.964 2.309 4.561
H: -3.020 -0.837 2.861
H: -4.679 -2.494 3.657
H: -4.009 -4.209 5.350
H: -1.671 -4.243 6.234
H: -0.009 -2.520 5.445
H: 1.102 -0.883 6.073
H: 3.453 -0.715 6.926
H: 5.282 0.056 5.412
H: 4.760 0.635 3.036
H: 2.458 0.346 2.167

Summary:
Gap between HOMO and LUMO (alpha / beta) = 5.82 / 3.60 eV
Net charge = +3
Energy = -129596.9732 eV
F_max = 3.3 eV/Å
2S+1 = 5

Charge distribution, natural (NBO) scheme, values in e:
1 I 0.41
2 I 0.33
3 Pd 0.47
4 P 1.18
5 C -0.98
6 C -0.96
7 H 0.26
8 H 0.29
9 H 0.27
10 C -0.98
11 H 0.28
12 H 0.28
13 H 0.29
14 H 0.27
15 H 0.27
16 H 0.25
17 C 0.56
18 O -0.46
19 Cl -0.37
20 O -1.06
21 As 1.91
22 C -0.32
23 C -0.23
24 C -0.19
25 C -0.14
26 C -0.18
27 C -0.21
28 C -0.30
29 C 0.10
30 C -0.23
31 C -0.08
32 C 0.07
33 C -0.21
34 C -0.30
35 C -0.24
36 C -0.18
37 C -0.15
38 C -0.17
39 C -0.25
40 H 0.19
41 H 0.25
42 H 0.25
43 H 0.26
44 H 0.24
45 H 0.23
46 H 0.28
47 H 0.28
48 H 0.27
49 H 0.27
50 H 0.21
51 H 0.25
52 H 0.26
53 H 0.25
54 H 0.24

(5)
C23H28N3O2SbScSe2 as an isolated structure. Source: OMol25; level of theory: ωB97M-V/def2-TZVPD.

Cartesian coordinates (Å):
Sc: -0.383 -0.159 0.217
C: 2.412 -0.834 2.195
C: 1.594 0.295 2.736
C: 2.129 1.178 3.668
C: 1.367 2.226 4.138
C: 0.053 2.347 3.700
C: -0.430 1.437 2.781
N: 0.335 0.443 2.290
Sb: -2.561 1.556 2.404
C: -2.824 -0.576 2.295
C: -3.740 -1.126 3.171
C: -4.018 -2.485 3.086
C: -3.397 -3.221 2.103
C: -2.488 -2.611 1.241
C: -1.849 -3.411 0.151
N: -2.182 -1.306 1.360
C: -2.719 1.827 0.261
C: -3.549 2.860 -0.128
C: -3.863 3.000 -1.476
C: -3.342 2.098 -2.375
C: -2.486 1.092 -1.934
C: -1.867 0.152 -2.919
N: -2.187 0.967 -0.632
H: 3.334 -0.948 2.760
H: 1.858 -1.771 2.220
H: 2.676 -0.640 1.155
H: 3.145 1.033 4.006
H: 1.776 2.933 4.848
H: -0.585 3.135 4.079
H: -4.238 -0.505 3.903
H: -4.724 -2.947 3.764
H: -3.609 -4.274 1.977
H: -2.422 -4.315 -0.044
H: -1.787 -2.842 -0.778
H: -0.835 -3.706 0.426
H: -3.959 3.541 0.607
H: -4.513 3.799 -1.808
H: -3.572 2.163 -3.430
H: -2.630 -0.256 -3.583
H: -1.144 0.694 -3.531
H: -1.338 -0.671 -2.438
O: 5.190 0.057 -1.301
C: 4.412 0.101 -2.490
C: 2.922 0.034 -2.117
C: 2.107 0.183 -3.405
O: 2.376 -0.837 -4.356
C: 2.670 1.218 -1.172
Se: 0.809 1.798 -0.877
C: 2.709 -1.344 -1.491
Se: 0.910 -1.980 -0.989
H: 6.120 0.003 -1.537
H: 4.661 -0.741 -3.144
H: 4.597 1.035 -3.037
H: 2.273 1.181 -3.829
H: 1.052 0.101 -3.153
H: 3.099 -0.566 -4.928
H: 3.146 2.105 -1.591
H: 3.145 1.032 -0.213
H: 3.350 -1.454 -0.618
H: 3.015 -2.095 -2.217

Summary:
Gap between HOMO and LUMO = 7.00 eV
Net charge = +1
Energy = -190798.6956 eV
F_max = 0.2 eV/Å

Charge distribution, natural (NBO) scheme, values in e:
1 Sc 1.35
2 C -0.64
3 C 0.28
4 C -0.23
5 C -0.11
6 C -0.26
7 C -0.07
8 N -0.60
9 Sb 1.10
10 C -0.08
11 C -0.27
12 C -0.12
13 C -0.23
14 C 0.26
15 C -0.65
16 N -0.58
17 C -0.08
18 C -0.26
19 C -0.12
20 C -0.23
21 C 0.29
22 C -0.66
23 N -0.60
24 H 0.24
25 H 0.25
26 H 0.25
27 H 0.24
28 H 0.24
29 H 0.23
30 H 0.23
31 H 0.24
32 H 0.24
33 H 0.24
34 H 0.24
35 H 0.26
36 H 0.23
37 H 0.24
38 H 0.24
39 H 0.24
40 H 0.26
41 H 0.24
42 O -0.73
43 C -0.05
44 C -0.15
45 C -0.06
46 O -0.72
47 C -0.51
48 Se -0.34
49 C -0.52
50 Se -0.33
51 H 0.48
52 H 0.18
53 H 0.16
54 H 0.17
55 H 0.20
56 H 0.47
57 H 0.23
58 H 0.22
59 H 0.22
60 H 0.25

(6)
A 7-piece molecular cluster, C15H45N3O9 overall at a distorted geometry. Source: OMol25; level of theory: ωB97M-V/def2-TZVPD.

Cartesian coordinates (Å):
O: -24.536 -28.351 -1.850
H: -25.190 -27.640 -1.377
H: -23.832 -28.308 -2.489
H: -25.211 -28.830 -2.520
C: -22.612 -28.701 -4.170
O: -22.646 -29.698 -3.406
O: -22.441 -28.889 -5.501
O: -22.805 -27.528 -3.758
H: -22.462 -29.824 -5.726
C: -20.228 -32.199 0.176
C: -21.144 -31.552 -0.773
C: -22.350 -30.885 -0.075
O: -23.130 -31.927 0.541
C: -24.142 -31.377 1.402
N: -20.433 -30.607 -1.594
H: -19.466 -32.861 -0.301
H: -20.784 -32.966 0.725
H: -19.534 -31.464 0.758
H: -21.556 -32.101 -1.479
H: -22.815 -30.248 -0.702
H: -21.923 -30.473 0.775
H: -24.899 -30.747 0.808
H: -23.693 -30.685 1.905
H: -24.706 -32.293 1.907
H: -20.236 -29.737 -1.150
H: -20.938 -30.277 -2.385
C: -25.316 -23.650 0.205
C: -24.578 -24.701 -0.684
C: -23.175 -24.968 -0.150
O: -22.312 -23.908 -0.508
C: -20.873 -24.057 0.014
N: -25.230 -26.088 -0.594
H: -25.210 -24.172 1.184
H: -26.314 -23.568 0.077
H: -24.713 -22.873 0.230
H: -24.695 -24.216 -1.610
H: -22.795 -25.698 -0.687
H: -23.000 -25.213 0.934
H: -20.889 -23.786 1.001
H: -20.435 -23.238 -0.458
H: -20.572 -25.021 -0.275
H: -26.135 -26.120 -1.183
H: -25.615 -26.316 0.416
C: -26.504 -27.980 -5.192
C: -27.434 -27.966 -3.857
C: -27.575 -29.290 -3.153
O: -26.316 -29.876 -2.941
C: -26.330 -31.082 -2.145
N: -26.928 -26.978 -2.964
H: -26.726 -28.748 -5.842
H: -25.540 -27.953 -4.843
H: -26.531 -27.065 -5.724
H: -28.356 -27.635 -4.217
H: -28.252 -29.899 -3.753
H: -28.226 -29.163 -2.329
H: -27.074 -32.023 -2.490
H: -26.688 -30.859 -1.096
H: -25.586 -31.925 -2.218
H: -27.565 -26.856 -2.212
H: -27.276 -26.093 -3.493
C: -23.135 -25.311 -5.855
O: -24.229 -25.407 -4.824
H: -23.409 -26.061 -6.519
H: -22.200 -25.800 -5.587
H: -22.951 -24.225 -6.205
H: -24.104 -26.218 -4.426
C: -24.436 -27.990 2.298
O: -25.477 -27.006 2.258
H: -24.196 -28.292 1.329
H: -25.040 -28.822 2.725
H: -23.507 -27.641 2.973
H: -25.904 -26.924 3.096

Summary:
Gap between HOMO and LUMO = 8.32 eV
Relative energy (zero: lowest compared OMol25 entry of this formula, charge and spin) = 694.7 kJ/mol
Energy = -39172.9863 eV
F_max = 7.5 eV/Å

Charge distribution, Mulliken scheme, values in e:
1 O 0.30
2 H 0.55
3 H 0.00
4 H 0.42
5 C 0.62
6 O -0.77
7 O -0.51
8 O -0.71
9 H 0.33
10 C -1.37
11 C 0.25
12 C -0.56
13 O -0.37
14 C -0.65
15 N -0.76
16 H 0.39
17 H 0.30
18 H 0.25
19 H 0.58
20 H 0.30
21 H 0.44
22 H 0.06
23 H 0.49
24 H 0.23
25 H 0.25
26 H 0.30
27 C -1.87
28 C 0.23
29 C -0.38
30 O -0.44
31 C -0.84
32 N -0.55
33 H 0.30
34 H 0.47
35 H 0.54
36 H 0.35
37 H 0.36
38 H 0.30
39 H 0.34
40 H 0.30
41 H 0.32
42 H 0.21
43 H 0.21
44 C -1.17
45 C -0.44
46 C -0.94
47 O -0.34
48 C -0.92
49 N -0.50
50 H 0.46
51 H 0.01
52 H 0.46
53 H 0.69
54 H 0.51
55 H 0.42
56 H 0.28
57 H 0.35
58 H 0.27
59 H 0.36
60 H 0.26
61 C -0.70
62 O -0.50
63 H 0.31
64 H 0.28
65 H 0.24
66 H 0.37
67 C -0.37
68 O -0.52
69 H -0.08
70 H 0.46
71 H 0.21
72 H 0.30

(7)
A 2-piece molecular cluster, C9H16NO overall at a distorted geometry. Source: OMol25; level of theory: ωB97M-V/def2-TZVPD.

Cartesian coordinates (Å):
C: 2.292 -0.959 -1.068
C: 1.588 0.380 -1.061
N: 1.378 -2.072 -0.416
H: 2.330 -1.309 -2.094
H: 3.133 -0.983 -0.399
H: 1.766 1.033 -0.209
H: 0.520 0.223 -1.247
H: 1.420 -2.887 -1.009
H: 1.622 -2.190 0.561
H: 0.362 -1.857 -0.518
H: 1.902 0.951 -1.944
C: -1.649 2.753 -0.494
C: -0.677 -0.942 1.345
C: -1.458 -0.955 0.210
C: -0.161 0.219 1.885
C: -1.873 0.267 -0.333
C: -0.552 1.432 1.322
C: -1.372 1.447 0.202
O: -0.262 -2.140 1.907
H: -1.893 -1.865 -0.184
H: -0.961 -2.706 2.251
H: 0.588 0.133 2.662
H: -2.628 0.329 -1.110
H: -0.199 2.323 1.814
H: -1.938 3.556 0.136
H: -2.491 2.703 -1.160
H: -0.786 3.114 -1.049

Summary:
Gap between HOMO and LUMO = 9.34 eV
Relative energy (zero: lowest compared OMol25 entry of this formula, charge and spin) = 46.4 kJ/mol
Net charge = +1
Energy = -13123.3762 eV
F_max = 2.3 eV/Å

Charge distribution, natural (NBO) scheme, values in e:
1 C -0.19
2 C -0.66
3 N -0.71
4 H 0.22
5 H 0.23
6 H 0.24
7 H 0.23
8 H 0.43
9 H 0.46
10 H 0.46
11 H 0.25
12 C -0.64
13 C 0.26
14 C -0.35
15 C -0.25
16 C -0.18
17 C -0.17
18 C -0.02
19 O -0.75
20 H 0.23
21 H 0.51
22 H 0.24
23 H 0.24
24 H 0.23
25 H 0.23
26 H 0.23
27 H 0.22

(8)
C27H28N6O8RuS2 as an isolated structure. Source: OMol25; level of theory: ωB97M-V/def2-TZVPD.

Cartesian coordinates (Å):
Ru: 0.988 0.507 0.316
C: 1.490 1.365 4.006
C: 0.224 1.149 3.240
N: -0.082 1.989 2.314
N: -1.382 1.858 1.831
C: -1.545 2.046 0.581
S: -0.297 2.322 -0.634
S: -3.161 1.967 -0.094
C: -4.125 1.631 1.411
C: -5.565 1.472 1.019
C: -6.049 0.236 0.599
C: -7.374 0.086 0.220
C: -8.236 1.174 0.253
C: -7.762 2.411 0.667
C: -6.435 2.557 1.044
C: -0.602 -0.043 3.529
C: -1.122 -0.269 4.798
C: -1.919 -1.369 5.066
C: -2.172 -2.277 4.042
C: -1.632 -2.091 2.783
C: -0.830 -0.975 2.492
O: -0.305 -0.856 1.287
H: 1.772 2.416 3.988
H: 2.304 0.788 3.563
H: 1.362 1.025 5.034
H: -3.976 2.453 2.108
H: -3.727 0.729 1.875
H: -5.375 -0.613 0.574
H: -7.736 -0.883 -0.101
H: -9.271 1.058 -0.041
H: -8.427 3.265 0.695
H: -6.065 3.525 1.362
H: -0.916 0.451 5.582
H: -2.336 -1.519 6.053
H: -2.789 -3.148 4.232
H: -1.807 -2.807 1.990
O: 4.498 1.241 2.284
C: 3.891 0.884 1.292
O: 2.748 0.258 1.337
C: 4.489 1.090 -0.078
C: 5.834 1.381 -0.117
C: 6.497 1.556 -1.325
C: 5.824 1.438 -2.526
C: 4.486 1.127 -2.493
C: 3.727 0.977 -1.289
O: 2.461 0.824 -1.338
N: 3.834 0.970 -3.789
O: 3.005 0.085 -3.918
O: 4.181 1.707 -4.695
N: 7.918 1.859 -1.339
O: 8.465 1.996 -2.423
O: 8.495 1.959 -0.272
H: 6.365 1.476 0.819
H: 6.334 1.578 -3.466
C: -0.102 -3.685 -2.599
C: 0.824 -2.592 -3.124
C: 0.106 -1.754 -4.189
C: 2.078 -3.220 -3.726
N: 1.303 -1.787 -1.985
N: 0.294 -1.044 -1.317
H: -0.375 -4.368 -3.405
H: -1.029 -3.270 -2.196
H: 0.395 -4.252 -1.810
H: -0.159 -2.379 -5.044
H: 0.749 -0.946 -4.540
H: -0.825 -1.324 -3.811
H: 1.813 -3.869 -4.563
H: 2.599 -3.812 -2.972
H: 2.756 -2.448 -4.091
H: 1.978 -1.098 -2.310
H: -0.255 -1.649 -0.716
H: -0.321 -0.537 -1.953

Summary:
Gap between HOMO and LUMO (alpha / beta) = 7.65 / 6.96 eV
Net charge = -1
Energy = -78022.6840 eV
F_max = 0.2 eV/Å
2S+1 = 6

Charge distribution, natural (NBO) scheme, values in e:
1 Ru 1.62
2 C -0.67
3 C 0.31
4 N -0.33
5 N -0.38
6 C -0.08
7 S -0.24
8 S 0.28
9 C -0.55
10 C -0.04
11 C -0.16
12 C -0.23
13 C -0.23
14 C -0.20
15 C -0.21
16 C -0.14
17 C -0.18
18 C -0.28
19 C -0.20
20 C -0.28
21 C 0.36
22 O -0.83
23 H 0.23
24 H 0.28
25 H 0.21
26 H 0.23
27 H 0.25
28 H 0.21
29 H 0.21
30 H 0.21
31 H 0.21
32 H 0.21
33 H 0.20
34 H 0.20
35 H 0.20
36 H 0.21
37 O -0.64
38 C 0.79
39 O -0.80
40 C -0.28
41 C -0.09
42 C -0.07
43 C -0.12
44 C -0.10
45 C 0.52
46 O -0.77
47 N 0.54
48 O -0.41
49 O -0.39
50 N 0.54
51 O -0.41
52 O -0.40
53 H 0.27
54 H 0.26
55 C -0.62
56 C 0.10
57 C -0.64
58 C -0.61
59 N -0.49
60 N -0.67
61 H 0.21
62 H 0.20
63 H 0.22
64 H 0.21
65 H 0.23
66 H 0.20
67 H 0.20
68 H 0.22
69 H 0.23
70 H 0.40
71 H 0.40
72 H 0.37

Question: energy of number 7 (C9H16NO)?
Answer: -13123.3762 eV

Question: The lowest energy belongs to which entry?
Answer: C23H28N3O2SbScSe2

Question: Number 8 is which compound?
Answer: C27H28N6O8RuS2

Question: The lowest energy belongs to which entry?
Answer: C23H28N3O2SbScSe2